Entry 1:
Molecular formula: C18H31Br2ClF13N7OPS
Method: DFT, the ωB97M-V functional and the def2-TZVPD basis

Its net charge is +1. As for the HOMO-LUMO gap: 0.2330 hartree. The energy comes out at -239692.941 eV. The value obtained for the LUMO energy is -3.5289 eV.

```
75
Properties=species:S:1:pos:R:3:mulliken_charge:R:1
F -1.5185 -4.9838 5.8538 -0.1760
C -1.1346 -4.1691 4.9518 0.5047
N -1.5051 -4.1481 3.6691 -0.4823
C -0.8716 -3.1522 2.9684 0.5882
N -0.9551 -2.8095 1.7119 0.1985
C -0.2025 -1.7106 1.0812 -1.2323
C -0.3479 -0.3187 1.7847 -0.8118
C 0.9856 0.4790 1.4923 0.1390
C 1.1559 1.7439 2.3884 -1.4801
C 2.6627 1.9824 2.7985 0.9163
F 2.7915 3.3332 2.9305 -0.2944
F 3.4190 1.5320 1.7597 -0.2696
C 2.8762 1.2114 4.1464 0.3983
F 2.2070 0.0251 4.2020 -0.2490
F 2.3107 1.9841 5.1072 -0.2739
S 4.6657 0.9122 4.6617 1.3135
F 4.4998 1.8802 5.9425 -0.2924
F 5.2118 2.1663 3.8256 -0.2851
F 4.9016 -0.1315 3.4597 -0.2797
F 4.1444 -0.3266 5.6023 -0.3311
F 6.1679 0.6105 5.1414 -0.2725
C -1.8371 -3.6245 0.8326 -0.9450
C -1.1025 -4.2067 -0.4109 -0.9755
C 0.0260 -5.2239 -0.0791 0.2373
F 0.8407 -4.8474 0.9678 -0.2629
Br 1.2118 -5.2564 -1.6819 -0.0561
C -0.4885 -6.7237 0.1379 0.6676
F -1.7851 -6.7895 0.4996 -0.2058
F -0.2780 -7.4384 -0.9976 -0.1975
Br 0.6873 -7.5868 1.4783 -0.1143
N -0.0755 -2.5471 3.9159 0.4263
N -0.2474 -3.1564 5.0890 -0.4423
Cl 0.4827 -2.8805 6.5942 0.0947
H -0.5483 -1.5769 0.0314 0.5508
H 0.8590 -2.0575 0.9878 0.3000
H -1.1986 0.2121 1.2935 0.2614
H -0.5905 -0.3627 2.8669 0.7972
H 1.7981 -0.2761 1.6259 0.4668
H 0.9489 0.7304 0.4126 -0.1393
H 0.8696 2.6299 1.7762 0.4765
H 0.4932 1.7322 3.2850 0.4851
H -2.3531 -4.4385 1.3762 0.5998
H -2.6227 -2.9281 0.4528 0.2884
H -1.8564 -4.7548 -1.0238 0.4700
H -0.6786 -3.4338 -1.0881 0.5005
H 0.5723 -1.7701 3.8145 0.3948
O -1.2593 1.3456 -1.8938 -0.7297
P -1.0826 2.5743 -2.7912 0.8394
N -2.6478 2.4933 -3.4823 0.2210
C -3.0058 2.1738 -4.8476 -1.0786
C -3.7932 2.6300 -2.5915 -1.0941
N 0.0903 1.8205 -3.8067 0.1851
C 0.0230 1.7023 -5.2529 -1.0513
C 0.8099 0.6724 -3.2679 -0.7535
N -0.7551 4.0632 -3.6813 -0.0941
C 0.5557 4.6429 -3.2834 -1.1175
C -1.7319 5.1609 -3.5482 -0.9930
H -2.4385 2.7642 -5.5702 0.3384
H -4.0504 2.4111 -5.0586 0.4504
H -2.8657 1.1084 -5.0599 0.2318
H -4.0192 3.6888 -2.4064 0.2803
H -3.6063 2.1618 -1.6217 0.2392
H -4.6928 2.1636 -2.9944 0.4618
H -0.6416 0.8910 -5.5672 0.3035
H 1.0144 1.4904 -5.6655 0.3788
H -0.2850 2.6283 -5.7347 0.2862
H 0.2055 -0.2420 -3.3165 0.3081
H 1.1013 0.8448 -2.2319 -0.0487
H 1.7373 0.4981 -3.8196 0.3394
H 0.5495 4.9613 -2.2368 0.3607
H 0.8024 5.5017 -3.9096 0.4163
H 1.3657 3.9261 -3.4093 0.3145
H -1.9424 5.3931 -2.5010 0.3554
H -2.6690 4.9294 -4.0524 0.2713
H -1.3599 6.0652 -4.0331 0.3722
```


Entry 2:
Molecular formula: C4H8N2O
Method: DFT, the ωB97M-V functional and the def2-TZVPD basis

Its net charge is 0. As for the HOMO-LUMO gap: 0.3082 hartree. The energy comes out at -9299.775 eV. The calculation puts the energy above the lowest of the compared OMol25 structures with the same formula, charge and spin at 638.5 kJ/mol. The value obtained for the LUMO energy is 0.7777 eV.

```
15
Properties=species:S:1:pos:R:3:mulliken_charge:R:1
C 2.1456 0.0991 0.3749 -1.2816
C 0.2698 -1.1777 -0.6246 0.6188
C 0.8242 0.0155 -0.3532 0.1719
N -2.5398 0.5946 0.8127 -0.4627
C 0.0109 1.1742 -0.5174 -0.4125
O -1.5413 0.3035 -0.0981 -0.3602
N 0.1466 -2.3639 -0.8428 -0.5532
H -2.4802 -0.0484 1.6020 0.2184
H -3.4364 0.4261 0.3595 0.2267
H -0.7460 -2.8301 -0.9721 0.3056
H 2.7243 0.9414 -0.0049 0.3319
H 1.9874 0.2240 1.4479 0.2872
H 2.7409 -0.8006 0.2228 0.3798
H 0.2570 2.0354 0.1005 0.3446
H -0.3630 1.4070 -1.5071 0.1854
```


Entry 3:
Molecular formula: C6H19ClHgO10
Method: DFT, the ωB97M-V functional and the def2-TZVPD basis

Its net charge is 0. As for the HOMO-LUMO gap: 0.3072 hartree. The energy comes out at -43691.862 eV. The calculation puts the energy above the lowest of the compared OMol25 structures with the same formula, charge and spin at 125.9 kJ/mol. The value obtained for the LUMO energy is -0.5170 eV.

```
37
Properties=species:S:1:pos:R:3:mulliken_charge:R:1
Hg -0.0105 0.0104 -0.3174 1.8847
Cl -0.3709 -2.4319 -3.0490 1.7836
O -1.3233 -3.4832 -3.0119 -0.6649
O 0.1180 -2.2426 -4.3647 -0.6525
O -0.9396 -1.2213 -2.5915 -0.7578
O 0.7051 -2.6109 -2.0773 -0.7072
C 1.9396 3.3219 -2.1940 -1.2467
C 1.2270 2.0946 -1.6371 1.0028
O 1.7742 0.9657 -1.6205 -0.7605
O 0.1186 2.2711 -1.0366 -0.8002
H 3.0052 3.4365 -1.9948 0.3431
H 1.5704 4.2647 -1.7904 0.3166
H 1.9215 3.3771 -3.2824 0.3290
C -0.9024 -2.7391 1.4486 -0.7486
O -1.3764 -1.5695 0.8002 -0.3140
H -0.0934 -3.1002 0.8136 0.2179
H -0.6371 -2.4909 2.4763 0.2085
H -1.7080 -3.4583 1.5967 0.4039
H -2.3299 -1.6652 0.8578 0.2152
C -3.2267 1.4194 -0.0257 -0.7713
O -2.3593 0.7480 -0.9148 -0.3138
H -3.8868 2.1212 -0.5354 0.3280
H -3.8568 0.6906 0.4842 0.2989
H -2.7354 1.9709 0.7758 0.2349
H -2.8945 0.2521 -1.5387 0.2384
C 0.7390 1.7800 2.2205 -0.7105
O -0.3443 0.9453 1.8319 -0.3691
H 1.5428 1.7661 1.4844 0.1753
H 0.3230 2.7859 2.1646 0.3236
H 1.2581 1.5665 3.1549 0.3411
H -0.8974 0.7598 2.5943 0.2016
C 2.2073 -1.7335 1.8712 -0.8463
O 1.8695 -1.0812 0.6824 -0.2704
H 2.3170 -2.7950 1.6491 0.3268
H 3.1343 -1.2978 2.2439 0.3686
H 1.4049 -1.6016 2.5969 0.2002
H 2.7171 -1.0256 0.2351 0.1913
```


Entry 4:
Molecular formula: C32H39N10O8PrS3
Method: DFT, the ωB97M-V functional and the def2-TZVPD basis

Its net charge is 0. As for the multiplicity: 3. As for the HOMO-LUMO gap (alpha / beta): 0.2883 / 0.2909 hartree. The energy comes out at -111672.011 eV. The calculation puts the energy above the lowest of the compared OMol25 structures with the same formula, charge and spin at 109.4 kJ/mol. The value obtained for the LUMO energy (alpha / beta) is -0.2656 / -0.2660 eV.

```
93
Properties=species:S:1:pos:R:3:lowdin_spin:R:1
Pr -0.2734 -0.5532 0.3830 2.0156
C 1.3854 3.6541 -1.4902 0.0001
C 1.2927 2.2712 -0.9212 0.0008
N 0.6535 1.9666 0.1458 -0.0016
N -0.0982 2.9418 0.7330 -0.0003
C -0.9076 2.6221 1.7821 -0.0004
N -1.9421 3.4590 1.9932 -0.0003
S -0.5284 1.4031 2.8422 -0.0009
C 1.8260 1.1643 -1.7393 0.0002
C 3.1468 1.1100 -2.1706 0.0000
C 3.5239 0.0800 -3.0165 0.0004
C 2.5617 -0.8299 -3.4265 0.0000
C 1.2663 -0.6936 -2.9450 0.0004
N 0.9022 0.2626 -2.1000 -0.0009
H 0.4330 3.9252 -1.9518 0.0001
H 2.1621 3.7071 -2.2494 0.0000
H 1.5998 4.3778 -0.7043 0.0000
H -0.4906 3.6378 0.0913 0.0000
H -2.3037 3.9934 1.2150 0.0000
H -2.5893 3.2072 2.7234 0.0000
H 3.8675 1.8296 -1.8125 0.0000
H 4.5526 -0.0071 -3.3375 0.0000
H 2.8131 -1.6470 -4.0851 0.0000
H 0.4789 -1.3786 -3.2420 0.0000
C 3.1561 -6.1490 -1.2025 0.0000
C 2.8046 -5.2289 -2.3717 0.0000
N 1.5233 -4.5739 -2.2007 0.0008
C 0.3819 -5.1330 -2.8888 0.0001
C -0.2527 -6.3190 -2.1699 0.0000
C 1.4092 -3.5304 -1.3559 0.0001
S -0.1668 -2.9631 -0.9953 -0.0038
N 2.5504 -3.0889 -0.8312 0.0000
C 2.7022 -1.9766 -0.1332 0.0008
O 1.8731 -1.0296 -0.0071 -0.0059
C 4.0286 -1.8416 0.5158 -0.0002
C 4.2576 -0.7498 1.3491 0.0002
C 5.4801 -0.6009 1.9753 0.0000
C 6.4803 -1.5392 1.7737 0.0002
C 6.2493 -2.6372 0.9586 0.0000
C 5.0274 -2.7917 0.3330 0.0002
H 4.1847 -6.4884 -1.2961 0.0000
H 2.5103 -7.0228 -1.1769 0.0000
H 3.0520 -5.6020 -0.2699 0.0000
H 2.7626 -5.8047 -3.2989 0.0000
H 3.5699 -4.4543 -2.4593 0.0000
H 0.7077 -5.4351 -3.8894 0.0000
H -0.3656 -4.3433 -2.9805 0.0000
H 0.4264 -7.1672 -2.1265 0.0000
H -1.1522 -6.6160 -2.7022 0.0000
H -0.5322 -6.0265 -1.1625 0.0000
H 3.4518 -0.0425 1.4999 0.0000
H 5.6474 0.2486 2.6231 0.0000
H 7.4403 -1.4154 2.2544 0.0000
H 7.0254 -3.3743 0.8145 0.0000
H 4.8254 -3.6425 -0.2968 0.0000
O -2.6830 -2.3635 -0.1567 0.0020
C -2.7827 -1.1637 0.1063 -0.0006
O -2.2731 -0.6280 1.1451 -0.0062
C -3.4767 -0.2428 -0.8678 0.0002
C -4.6102 -0.5803 -1.5454 0.0005
C -5.1773 0.3375 -2.4523 0.0004
C -4.6261 1.5918 -2.6285 0.0000
C -3.4713 1.9500 -1.9429 0.0003
C -2.7850 0.9946 -1.1124 -0.0001
O -1.6218 1.1824 -0.6678 -0.0022
N -2.9431 3.2417 -2.1242 0.0001
O -2.1226 3.6670 -1.3070 0.0002
O -3.3197 3.9091 -3.0722 0.0002
N -6.3390 -0.0371 -3.1902 0.0001
O -6.8062 -1.1435 -2.9950 0.0001
O -6.7966 0.7691 -3.9793 0.0002
H -5.0756 -1.5451 -1.4052 0.0000
H -5.0926 2.3005 -3.2994 0.0000
C -0.9548 -3.7993 5.1701 0.0000
N -0.7635 -2.9254 4.0284 -0.0003
C -1.1248 -3.4946 2.7452 0.0003
C 0.1498 -1.9272 4.0487 -0.0001
S 1.1655 -1.6860 2.7131 -0.0009
N 0.2892 -1.1931 5.1674 -0.0002
C 1.3821 -0.2581 5.3000 0.0000
C -0.8221 -0.9220 6.0536 0.0000
H -0.5893 -4.8011 4.9230 0.0000
H -2.0105 -3.8649 5.4387 0.0000
H -0.3853 -3.4388 6.0220 0.0000
H -1.9607 -4.1763 2.8860 0.0000
H -0.2886 -4.0350 2.2852 0.0000
H -1.4482 -2.6887 2.0654 0.0001
H 2.2498 -0.6338 4.7626 0.0000
H 1.6192 -0.1552 6.3590 0.0000
H 1.1085 0.7188 4.8911 0.0000
H -1.7279 -1.3958 5.6887 0.0000
H -0.9902 0.1568 6.0834 0.0000
H -0.6092 -1.2705 7.0681 0.0000
```